[1]
A molecular structure, C14H7N2O9Pd. Source: OMol25; level of theory: ωB97M-V/def2-TZVPD.

Cartesian coordinates (Å):
Pd1 0.14852 -0.59845 1.99749
O1 -4.13454 -4.54836 -0.59000
C1 -3.15203 -3.67464 -0.19578
C2 -2.71186 -2.59008 -0.96774
C3 -1.75182 -1.73131 -0.45622
N1 -1.30987 -1.85109 0.78779
C4 -1.79465 -2.82846 1.52376
C5 -2.76232 -3.68256 1.17620
C6 -1.24391 -2.94299 3.03016
O2 -1.74097 -3.72565 3.81841
O3 -0.18796 -2.12007 3.22610
C7 -1.14929 -0.55767 -1.18736
O4 -0.81208 0.53805 -0.75111
O5 -0.90738 -0.70465 -2.49289
H1 -4.44681 -4.34723 -1.48295
H2 -3.15685 -2.48190 -1.97492
H3 -3.13748 -4.39819 1.89317
O6 0.01352 1.55597 2.21926
C8 0.48219 2.40904 1.54152
C9 1.43418 2.25700 0.44812
C10 1.66426 3.43188 -0.30832
C11 2.63915 3.38695 -1.27018
C12 3.36951 2.21374 -1.62846
C13 3.15847 1.07748 -0.82631
C14 2.13054 1.04682 0.12398
O7 1.84916 -0.09639 0.73476
N2 2.88132 4.65930 -1.99528
O8 2.23299 5.59457 -1.59127
O9 3.48560 4.61451 -3.05250
H4 0.16035 3.46621 1.73817
H5 1.12738 4.31615 -0.00720
H6 4.01059 2.20241 -2.47638
H7 3.61210 0.10965 -1.00404

2S+1: 5
HOMO level (alpha / beta) (eV): -13.19 / -13.25
Relative energy (zero: lowest compared OMol25 entry of this formula, charge and spin) (kcal/mol): 18.55
LUMO (alpha / beta) (eV): -4.75 / -7.59
Net charge: +1
⟨S²⟩: 6.067
HOMO-LUMO gap (alpha / beta) (eV): 8.439 / 5.659



[2]
A molecular structure, C14H8Cl5N5O2ReS. Source: OMol25; level of theory: ωB97M-V/def2-TZVPD.

Cartesian coordinates (Å):
Re1 -0.36188 -0.73056 0.84750
Cl1 5.43251 -0.47528 4.94246
C1 3.86909 -0.41701 4.26946
C2 3.65217 -0.93874 2.99229
Cl2 4.90170 -1.64642 2.07106
C3 2.36891 -0.87029 2.48854
Cl3 1.97155 -1.53080 0.90514
C4 1.30922 -0.32645 3.18036
O1 0.05965 -0.33386 2.61897
C5 1.51654 0.19586 4.44590
Cl4 0.19783 0.87498 5.28573
C6 2.80501 0.14723 4.98875
Cl5 3.07416 0.78412 6.54237
C7 3.49940 2.91703 -2.37316
N1 2.17018 3.26787 -2.88389
C8 1.89641 3.57987 -4.19114
C9 0.57932 3.90735 -4.26255
N2 0.08266 3.78806 -2.99768
C10 1.04759 3.39192 -2.15862
S1 0.89989 3.26289 -0.42437
H1 3.95733 2.20365 -3.05227
H2 3.39552 2.47557 -1.38780
H3 4.11106 3.81396 -2.31013
H4 2.65158 3.54418 -4.95721
H5 -0.02645 4.21286 -5.09748
H6 -0.87617 3.96795 -2.70230
N3 -4.09078 0.48129 -0.12921
C11 -2.79040 0.45896 0.00820
O2 -2.26460 -0.65709 0.53138
C12 -1.88566 1.47304 -0.34387
C13 -0.54403 1.10376 -0.07274
N4 0.64544 1.55127 -0.15174
C14 -2.28338 2.65100 -1.02613
N5 -2.56951 3.61084 -1.59294
H7 -4.64161 -0.31402 0.16164
H8 -4.56608 1.29016 -0.50281

2S+1: 4
HOMO level (alpha / beta) (eV): -14.46 / -14.54
Relative energy (zero: lowest compared OMol25 entry of this formula, charge and spin) (kcal/mol): 0.00
LUMO (alpha / beta) (eV): -7.92 / -8.49
Net charge: +2
⟨S²⟩: 3.772
HOMO-LUMO gap (alpha / beta) (eV): 6.539 / 6.044



[3]
A molecular structure, C14H8CrF5N2O4S3Se. Source: OMol25; level of theory: ωB97M-V/def2-TZVPD.

Cartesian coordinates (Å):
Cr1 -0.21690 -1.35905 -1.06882
O1 -0.42418 -4.32502 -3.10053
S1 -0.31650 -3.88295 -1.72696
O2 -0.31162 -4.75966 -0.55360
O3 -1.43123 -2.77240 -1.51692
O4 0.90003 -2.87646 -1.48248
C1 3.02129 -0.38212 -2.61591
C2 2.03849 0.66182 -2.15045
N1 0.96233 0.45326 -1.42634
C3 0.15201 1.61131 -1.34070
C4 0.79215 2.74794 -1.91466
S2 2.31382 2.30568 -2.64507
C5 -1.20877 1.45590 -0.84409
C6 -2.20159 2.38601 -0.48997
S3 -3.70961 1.58806 -0.39374
C7 -2.97337 0.00967 -0.58190
N2 -1.73156 0.12212 -0.97502
C8 -3.72288 -1.21821 -0.42083
H1 2.75267 -1.33780 -2.19785
H2 4.04974 -0.11275 -2.28689
H3 3.03839 -0.37685 -3.73379
H4 0.28955 3.74746 -1.98280
H5 -2.00454 3.47380 -0.39655
H6 -3.79578 -1.79007 -1.31392
H7 -4.73754 -0.95682 -0.04341
H8 -3.17760 -1.91442 0.30583
F1 2.43931 2.71414 4.21697
C9 1.76026 1.68026 3.63561
C10 0.60764 2.06830 2.90091
F2 0.12131 3.30915 2.98483
C11 -0.12795 0.96126 2.44502
F3 -1.38630 1.20937 2.04650
C12 0.28938 -0.40266 2.35793
Se1 -0.50217 -1.82553 1.42386
C13 1.35441 -0.67982 3.18189
F4 1.66002 -1.90241 3.64464
C14 2.14562 0.34542 3.68055
F5 3.29167 0.02406 4.37867

2S+1: 4
HOMO level (alpha / beta) (eV): -8.42 / -8.54
Relative energy (zero: lowest compared OMol25 entry of this formula, charge and spin) (kcal/mol): 8.75
LUMO (alpha / beta) (eV): -1.69 / -1.02
Net charge: 0
⟨S²⟩: 3.902
HOMO-LUMO gap (alpha / beta) (eV): 6.734 / 7.522



[4]
A single C14H8N4O2 molecule. Source: OMol25; level of theory: ωB97M-V/def2-TZVPD.

Cartesian coordinates (Å):
O1 2.14992 -0.45568 2.28486
C1 1.05306 -0.15184 1.79680
C2 -0.04003 0.25324 2.70111
C3 0.14006 0.31924 4.11304
C4 -0.82222 0.83542 4.93506
C5 -2.05744 1.19362 4.37465
C6 -2.28166 1.13359 2.98354
C7 -1.27033 0.68569 2.12894
C8 -1.48950 0.65288 0.69287
O2 -2.55303 0.97856 0.17870
C9 -0.41548 0.16265 -0.18328
N1 -0.37698 -0.02871 -1.55910
C10 0.88519 -0.45592 -1.85808
C11 1.26913 -0.73123 -3.26874
C12 0.39833 -1.07899 -4.27778
N2 1.17533 -1.23888 -5.40592
C13 2.49852 -0.95266 -5.07399
N3 2.55469 -0.66319 -3.81337
N4 1.61944 -0.63141 -0.78273
C14 0.80721 -0.22802 0.31187
H1 1.10567 0.07536 4.56512
H2 -0.66112 0.95638 6.01032
H3 -2.84071 1.60458 5.01768
H4 -3.25278 1.43398 2.58551
H5 -1.10166 0.26133 -2.21700
H6 -0.67643 -1.24809 -4.20999
H7 0.84956 -1.68430 -6.26497
H8 3.33324 -0.99761 -5.76511

HOMO level (eV): -8.79
Structure (SMILES): O=C1c2ccccc2C(=O)c2[nH]c(-c3c[nH]cn3)nc21
Relative energy (zero: lowest compared OMol25 entry of this formula, charge and spin) (kcal/mol): 5.36
LUMO (eV): -1.05
Net charge: 0
HOMO-LUMO gap (eV): 7.741



[5]
10 unconnected molecules or ions with the total composition C14H9Cl36FINO4S. Source: OMol25; level of theory: ωB97M-V/def2-TZVPD.

Cartesian coordinates (Å):
C1 -0.76947 0.90710 2.25110
C2 0.46154 0.26439 2.93954
C3 1.08731 1.21366 3.92335
O1 0.71379 1.26230 5.05993
O2 2.09138 2.05066 3.47840
C4 3.37954 1.47958 3.68359
C5 4.04713 1.12062 2.33206
N1 5.17074 2.06088 2.03960
I1 5.23178 2.62200 0.01310
S1 6.65849 1.32822 2.30514
O3 7.64813 2.34064 2.20388
O4 6.82375 0.23551 1.40585
F1 6.67929 0.82735 3.77098
H1 -1.53624 0.15334 2.08103
H2 -1.19991 1.64068 2.93437
H3 -0.51893 1.37349 1.30451
H4 1.16285 -0.06194 2.16672
H5 0.11168 -0.61991 3.46539
H6 4.00901 2.22720 4.16299
H7 3.31541 0.57315 4.28656
H8 4.35907 0.07542 2.30580
H9 3.28437 1.28166 1.57489
C6 11.17876 1.98673 2.89360
Cl1 12.90814 1.95556 3.26480
Cl2 10.89615 3.00926 1.48695
Cl3 10.62448 0.34113 2.56244
Cl4 10.29509 2.64108 4.28251
C7 -3.40695 -2.08084 0.07238
Cl5 -3.53580 -3.83946 0.05826
Cl6 -4.39711 -1.42126 1.37680
Cl7 -1.72172 -1.60989 0.32391
Cl8 -3.96160 -1.43080 -1.47626
C8 0.07340 -6.51291 0.63103
Cl9 0.23778 -7.31075 2.19861
Cl10 -0.62259 -4.90352 0.85674
Cl11 1.66367 -6.36506 -0.12673
Cl12 -0.98429 -7.46759 -0.41098
C9 -3.35847 4.30894 -0.38485
Cl13 -1.65939 4.79425 -0.31986
Cl14 -4.14762 4.71083 1.14357
Cl15 -4.15350 5.16899 -1.70390
Cl16 -3.47336 2.56733 -0.67084
C10 -5.42843 -8.37557 0.87336
Cl17 -6.76815 -7.92123 1.93074
Cl18 -4.56189 -6.92325 0.36340
Cl19 -4.32090 -9.44111 1.74406
Cl20 -6.05537 -9.21066 -0.55146
C11 -5.08665 9.09181 -2.58250
Cl21 -3.50137 9.30884 -3.33031
Cl22 -4.88534 8.75409 -0.86102
Cl23 -6.04364 10.56138 -2.78751
Cl24 -5.91935 7.73702 -3.35742
C12 0.59130 1.76746 -2.62924
Cl25 -1.00059 1.02723 -2.37181
Cl26 0.42359 3.38938 -3.30049
Cl27 1.41429 1.86765 -1.06332
Cl28 1.54398 0.76472 -3.72423
C13 -4.78933 -7.07413 -3.92167
Cl29 -6.12891 -6.67265 -2.84114
Cl30 -3.96288 -5.58861 -4.40421
Cl31 -3.64278 -8.13723 -3.09748
Cl32 -5.41687 -7.89427 -5.35465
C14 -2.17629 2.01281 -6.84240
Cl33 -0.60403 2.27675 -7.60529
Cl34 -1.93619 1.65298 -5.12838
Cl35 -3.16331 3.46981 -7.00760
Cl36 -2.99230 0.65538 -7.62597

HOMO level (eV): -10.15
LUMO (eV): -1.47
Net charge: 0
HOMO-LUMO gap (eV): 8.683



[6]
A molecular structure, C14H9Cl5I2O4RuSY. Source: OMol25; level of theory: ωB97M-V/def2-TZVPD.

Cartesian coordinates (Å):
I1 -1.32510 3.12666 2.09602
I2 0.54898 -1.08708 -3.77631
Ru1 0.57248 -0.89946 -1.10656
Y1 -0.91490 0.40448 1.18887
S1 -0.39593 1.20992 -1.30233
C1 1.28676 1.25351 1.95765
C2 0.24458 -0.50340 3.26719
C3 0.85430 2.63554 -1.73467
C4 0.73599 2.76998 -3.25260
C5 2.28371 2.33541 -1.30992
C6 0.32851 3.89470 -1.05067
C7 0.78063 -2.58046 -0.39669
C8 2.39073 -0.76174 -1.16087
O1 0.69151 -1.01584 4.19837
O2 2.26814 1.71814 2.34668
O3 1.01715 -3.65222 -0.00185
O4 3.54898 -0.78100 -1.32746
H1 1.39854 3.58416 -3.58374
H2 -0.30187 3.01493 -3.51590
H3 1.02288 1.83475 -3.75866
H4 2.85170 3.27983 -1.37779
H5 2.75095 1.60853 -1.98773
H6 2.33287 1.97737 -0.27065
H7 0.95940 4.74112 -1.36846
H8 0.36850 3.80493 0.04668
H9 -0.71533 4.07382 -1.33857
Cl1 -2.96742 -0.27895 2.90628
C9 -2.52782 -1.83797 2.15949
C10 -2.03948 -1.85934 0.85637
C11 -2.06895 -3.06787 0.17581
Cl2 -1.90126 -3.09520 -1.56804
C12 -2.14844 -4.27883 0.88173
Cl3 -2.02944 -5.77391 0.05651
C13 -2.26890 -4.23684 2.29686
Cl4 -2.16350 -5.65586 3.21303
C14 -2.55419 -3.01225 2.93301
Cl5 -2.91473 -2.88953 4.60894

2S+1: 6
HOMO level (alpha / beta) (eV): -21.28 / -21.16
Relative energy (zero: lowest compared OMol25 entry of this formula, charge and spin) (kcal/mol): 21.89
LUMO (alpha / beta) (eV): -14.52 / -16.44
Net charge: +4
⟨S²⟩: 8.799
HOMO-LUMO gap (alpha / beta) (eV): 6.754 / 4.721



no.,E (eV)
1,-39504.26079
2,-101752.87229
3,-165678.69899
4,-24703.34779
5,-496799.76298
6,-116079.73330